Record 1
A molecular structure, C48H45IrN2P4S2 in a non-equilibrium geometry, computed with the ωB97M-V functional and the def2-TZVPD basis.

CARTESIAN COORDINATES (ANGSTROEM)
Ir1 0.00571 -1.43742 -0.91479
S1 -0.65820 0.03918 -3.19716
P1 -1.09421 1.30942 -1.70016
C1 -0.78267 0.50915 -0.24961
P2 -1.88947 0.03467 0.93321
S2 -2.03087 -1.96985 0.92607
C2 -1.26432 0.58139 2.57081
C3 -1.60225 -0.12012 3.72902
C4 -1.12099 0.29468 4.96535
C5 -0.30872 1.41993 5.05459
C6 0.01513 2.13240 3.90815
C7 -0.46367 1.71303 2.67003
C8 -3.61000 0.67496 1.00359
C9 -4.60844 0.00100 0.30249
C10 -5.93393 0.40197 0.40683
C11 -6.27204 1.48570 1.20742
C12 -5.28465 2.16375 1.90597
C13 -3.95638 1.76394 1.80381
C14 0.00771 2.78170 -1.84129
C15 0.86327 3.12718 -0.80625
C16 1.73786 4.20555 -0.93947
C17 1.75677 4.94156 -2.11497
C18 0.90508 4.59502 -3.16356
C19 0.03598 3.52209 -3.02721
C20 -2.67773 2.16353 -2.00398
C21 -2.92486 3.41949 -1.45240
C22 -4.14532 4.04675 -1.66641
C23 -5.12500 3.42127 -2.42834
C24 -4.88099 2.17229 -2.98104
C25 -3.65895 1.54244 -2.76782
H1 -2.23281 -0.99959 3.65067
H2 -1.37496 -0.26362 5.86067
H3 0.08266 1.73471 6.01541
H4 0.65282 3.00670 3.97175
H5 -0.21433 2.25655 1.76878
H6 -4.33747 -0.85298 -0.30506
H7 -6.70969 -0.13672 -0.12436
H8 -7.30600 1.80311 1.28713
H9 -5.54796 2.99945 2.54543
H10 -3.18683 2.28722 2.35656
H11 0.84404 2.53158 0.10047
H12 2.41200 4.45937 -0.12640
H13 2.43478 5.78075 -2.22035
H14 0.92927 5.16292 -4.08775
H15 -0.62186 3.24113 -3.84311
H16 -2.15982 3.90967 -0.86218
H17 -4.33434 5.02372 -1.23472
H18 -6.08206 3.90806 -2.58599
H19 -5.64479 1.68104 -3.57525
H20 -3.44548 0.57346 -3.20606
C26 2.70526 -1.86824 -3.18681
P3 2.15028 -0.95806 -1.70014
C27 2.53709 0.71710 -2.24657
C28 3.36871 -1.40829 -0.48091
C29 4.72417 -1.08924 -0.55363
C30 5.59628 -1.43852 0.46058
C31 5.10380 -2.20975 1.56043
C32 3.78901 -2.48637 1.71185
C33 2.76860 -1.84365 0.82453
P4 1.22371 -2.80376 0.53745
C34 1.86866 -4.44303 0.07018
C35 0.57671 -3.06637 2.20439
H21 3.67502 -1.48369 -3.50256
H22 1.97461 -1.73946 -3.99101
H23 2.80411 -2.93016 -2.96578
H24 3.57702 0.78482 -2.56386
H25 2.35389 1.39797 -1.42711
H26 1.87245 0.97364 -3.07158
H27 5.10383 -0.56468 -1.42635
H28 6.64259 -1.17234 0.40098
H29 5.81648 -2.61581 2.27299
H30 3.45560 -3.12597 2.52536
H31 2.45435 -4.85017 0.89265
H32 2.51327 -4.32061 -0.80138
H33 1.05237 -5.12173 -0.18615
H34 1.25431 -3.68582 2.79351
H35 -0.39471 -3.54734 2.12973
H36 0.42704 -2.08946 2.66586
N1 2.28693 -0.47499 1.12269
C36 2.82867 0.30498 2.12862
C37 3.00419 -0.12380 3.46611
C38 3.46598 0.74301 4.44415
C39 3.79307 2.06173 4.13756
C40 3.63454 2.50297 2.82837
C41 3.15070 1.64950 1.84681
H37 2.73436 -1.13963 3.72754
H38 3.57410 0.38403 5.46187
H39 4.16797 2.73332 4.90020
H40 3.90193 3.52281 2.57187
H41 3.05479 1.98205 0.81855
N2 -2.42698 -7.55882 -4.49127
C42 -2.07539 -6.57824 -3.99807
C43 -1.60084 -5.36479 -3.36963
C44 -0.22824 -5.16099 -3.20904
C45 0.22392 -4.01317 -2.57205
C46 -0.65315 -3.02825 -2.08059
C47 -2.01083 -3.25267 -2.28083
C48 -2.48576 -4.39437 -2.90618
H42 0.46774 -5.90416 -3.57876
H43 1.28641 -3.88673 -2.45500
H44 -2.73020 -2.51531 -1.93669
H45 -3.54952 -4.54270 -3.04137

Forces on atoms 1 to 2 (eV/Å):
Ir 0.47 -1.48 0.04
S -0.38 -0.33 -0.04

Maximum force: 0.039 hartree/bohr
<S²>: 0.783
Net charge: -1
2S+1: 2


Record 2
A single C5H4ClNS molecule in a non-equilibrium geometry, computed with the ωB97M-V functional and the def2-TZVPD basis.

CARTESIAN COORDINATES (ANGSTROEM)
N1 2.11057 -0.11300 2.12812
C1 1.40111 -0.37914 1.26004
C2 0.50292 -0.70827 0.12992
Cl1 1.02502 -2.29215 -0.43445
C3 0.41896 0.53202 -0.87649
C4 -1.02128 0.81516 -0.34851
C5 -1.01176 -0.52720 0.36919
S1 -2.08089 -1.50013 0.98819
H1 0.49260 0.30894 -1.91810
H2 1.17090 1.27640 -0.50842
H3 -1.15744 1.68373 0.30813
H4 -1.85071 0.90365 -1.09762

Forces on atoms 1 to 2 (eV/Å):
N -0.37 -0.08 -0.45
C -0.39 0.10 0.25

Maximum force: 0.045 hartree/bohr
2S+1: 1


Per-record relative energy (zero: lowest compared OMol25 entry of this formula, charge and spin), kJ/mol: 165.3, 126.5
Per-record DFT total energy, eV: -115153.35296, -30095.66660